6
Properties=species:S:1:pos:R:3:forces:R:3 method="wB97M-V/def2-TZVPD" charge=+1 max_force_ev_per_a=4.19 homo_lumo_gap_ev=12.54 energy_ev=-5171.2816 e_above_lowest_ev=0.343 homo_energy_ev=-17.9 molar_mass_g_mol=47.03 lumo_ev=-5.333
C -2.10656 1.15856 0.96770 -0.351 0.199 0.170
O 1.12672 -0.41892 -0.24018 -2.584 -1.756 2.795
O -1.30693 0.53654 0.46454 0.331 -0.091 -0.134
H 1.28205 -0.28064 -1.15859 0.673 -0.709 -2.233
H 0.45758 0.28427 -0.06090 -0.083 0.415 0.688
H 0.54713 -1.27981 0.02743 2.013 1.942 -1.285